(1)
DFT (the ωB97M-V functional and the def2-TZVPD basis) results for a molecular structure, C33H38AsN3O7Pm.

Its expectation value of S² is 6.005. The calculation puts the relative energy (zero: lowest compared OMol25 entry of this formula, charge and spin) at 29.2 kJ/mol. The calculation puts the orbital gap (alpha / beta) at 7.0 / 7.0 eV. For the LUMO energy (alpha / beta), the calculation gives -3.15 / -3.16 eV. Its multiplicity is 5. As for the total charge: +1.

Last column: Löwdin spin population.
Atoms and positions in Å:
1 Pm 0.3059 -0.2219 -0.3670  4.041
2 C -0.6329 3.3082 -0.6013  0.000
3 O -0.2117 2.2322 0.2861  -0.003
4 C -0.4943 2.4236 1.6346  0.000
5 C -1.1699 3.5170 2.1673  0.000
6 C -1.5772 3.5009 3.4934  0.000
7 C -1.0968 2.4944 4.3223  0.000
8 C -0.3004 1.4497 3.8229  -0.001
9 C -0.0501 1.3851 2.4870  -0.001
10 N 0.7628 0.3619 1.9181  -0.013
11 N 1.5486 -0.2195 2.7632  0.000
12 C 2.5381 -1.0789 2.3557  0.000
13 C 3.0618 -1.0655 1.0309  0.001
14 O 2.5307 -0.5395 0.0189  -0.007
15 C 4.3180 -1.7110 0.8132  -0.001
16 C 4.8586 -2.4761 1.8095  0.001
17 C 4.3400 -2.5237 3.1521  0.000
18 C 4.9244 -3.3583 4.1742  0.000
19 C 4.4514 -3.3062 5.4362  0.000
20 C 3.3470 -2.4800 5.7177  0.000
21 C 2.7675 -1.7319 4.7388  0.000
22 C 3.2343 -1.7750 3.4073  0.000
23 H 0.0148 4.2116 -0.4416  0.000
24 H -1.6694 3.5622 -0.3819  0.000
25 H -0.5499 2.8466 -1.5674  0.000
26 H -1.5273 4.3195 1.5650  0.000
27 H -2.1873 4.3459 3.8837  0.000
28 H -1.2916 2.5326 5.3626  0.000
29 H 0.1020 0.6447 4.4760  0.000
30 H 4.7587 -1.6484 -0.2023  0.000
31 H 5.8138 -2.9831 1.6423  0.000
32 H 5.7889 -3.9630 3.9745  0.000
33 H 5.0100 -3.7922 6.2772  0.000
34 H 3.0294 -2.3255 6.7493  0.000
35 H 1.9083 -1.1111 5.0245  0.000
36 C -1.1742 1.9210 -4.7719  0.000
37 C 0.0822 2.5520 -4.1307  -0.002
38 As 1.0541 1.0381 -3.1872  -0.005
39 C 2.8884 1.8128 -3.0717  0.000
40 C 2.8355 2.9833 -2.0923  0.000
41 C 1.4988 -0.2921 -4.6497  -0.001
42 C 0.7564 -1.5686 -4.4383  0.000
43 H -1.9090 2.6823 -5.0437  0.000
44 H -1.7159 1.1975 -4.1278  0.000
45 H -0.8917 1.4028 -5.6900  0.000
46 H -0.0580 3.3619 -3.4349  0.000
47 H 0.7471 2.8651 -4.8973  0.000
48 H 3.0660 2.1269 -4.1238  0.000
49 H 3.6060 1.0425 -2.7629  0.000
50 H 1.9306 3.5767 -2.3375  0.000
51 H 3.7119 3.6093 -2.2688  0.000
52 H 2.7780 2.6759 -1.0511  0.000
53 H 2.5988 -0.4298 -4.5822  0.000
54 H 1.2239 0.2258 -5.5662  0.000
55 H 0.9713 -1.9585 -3.4538  0.000
56 H 0.9784 -2.3387 -5.1539  0.000
57 H -0.3492 -1.4570 -4.4345  0.000
58 O -1.7511 -0.4568 0.8180  -0.005
59 C -2.4858 -0.2166 -0.2037  0.000
60 O -1.9746 -0.1601 -1.3565  -0.003
61 C -4.0023 0.1369 -0.0009  0.000
62 C -4.6947 -0.0828 1.1929  0.000
63 C -6.0111 0.3659 1.3991  0.000
64 C -6.5790 1.0801 0.3343  0.000
65 C -5.8747 1.3249 -0.8654  0.000
66 C -4.5971 0.8737 -1.0722  0.000
67 N -6.5114 2.1025 -1.9446  0.000
68 O -5.8524 2.6581 -2.8112  0.000
69 O -7.7172 2.1605 -1.8728  0.000
70 H -4.1263 -0.4685 1.9901  0.000
71 H -6.5267 0.2429 2.3182  0.000
72 H -7.5828 1.5015 0.4388  0.000
73 H -4.1087 0.9508 -2.0749  0.000
74 C -0.8994 -4.1490 0.7807  0.000
75 C 0.0341 -3.7794 -0.3381  0.000
76 C 0.6357 -4.9403 -1.0713  0.000
77 O 0.3508 -2.6342 -0.6204  -0.004
78 H -1.3373 -5.1354 0.6328  0.000
79 H -1.6701 -3.3880 0.9151  0.000
80 H -0.2966 -4.1121 1.7077  0.000
81 H 1.5195 -4.6392 -1.6723  0.000
82 H -0.1324 -5.2895 -1.8064  0.000
83 H 0.9062 -5.8005 -0.4901  0.000


(2)
DFT (the ωB97M-V functional and the def2-TZVPD basis) results for a molecular structure, C33H38F2MoN3P2S3Se.

The calculation puts the orbital gap (alpha / beta) at 4.2 / 4.2 eV. For the LUMO energy (alpha / beta), the calculation gives -10.99 / -10.99 eV. As for the total charge: +3.

Last column: Löwdin charge in e.
Atoms and positions in Å:
1 Mo -0.1375 -0.2616 -0.1323  0.892
2 C 0.1874 -3.1306 -2.6928  -0.507
3 C 0.9736 -4.1650 -1.8894  -0.485
4 S 1.7761 -3.4566 -0.4321  0.722
5 C 1.5630 -4.7303 0.8304  -0.484
6 C 0.1133 -5.0602 1.1716  -0.485
7 S -0.9353 -3.6042 1.4379  0.864
8 C -2.2755 -3.9044 0.2709  -0.496
9 C -2.1128 -3.5589 -1.2143  -0.415
10 S -1.0570 -2.1741 -1.7864  0.884
11 H 0.8355 -2.3923 -3.1635  0.033
12 H -0.3441 -3.6274 -3.5060  0.101
13 H 0.3156 -4.9685 -1.5646  0.074
14 H 1.7226 -4.6189 -2.5396  0.099
15 H 2.0942 -5.6332 0.5296  0.101
16 H 2.0850 -4.3350 1.7018  0.073
17 H -0.3481 -5.6667 0.3939  0.079
18 H 0.1011 -5.6626 2.0796  0.093
19 H -2.5486 -4.9592 0.3334  0.101
20 H -3.1254 -3.3698 0.6819  0.042
21 H -1.7230 -4.4134 -1.7657  0.077
22 H -3.0992 -3.3573 -1.6320  0.091
23 C 2.2727 -1.3582 2.3378  -0.229
24 P 1.8833 0.1779 1.4443  0.847
25 C 3.5120 0.7404 0.8484  -0.218
26 C 1.5853 1.4257 2.7171  -0.388
27 C 2.5100 1.6820 3.7319  -0.067
28 C 2.3034 2.7374 4.6012  -0.024
29 C 1.1853 3.5536 4.4553  -0.023
30 C 0.2604 3.2944 3.4600  -0.065
31 C 0.4551 2.2193 2.5896  -0.382
32 P -0.8098 1.6930 1.4039  0.890
33 C -1.3273 3.2366 0.5817  -0.193
34 C -2.2250 1.4600 2.5307  -0.203
35 H 2.8972 -1.1279 3.2019  0.061
36 H 2.8220 -2.0325 1.6815  0.018
37 H 1.3588 -1.8412 2.6843  0.039
38 H 4.1640 0.8414 1.7162  0.065
39 H 3.4293 1.7263 0.3889  0.059
40 H 3.9806 0.0349 0.1659  0.011
41 H 3.3933 1.0668 3.8524  0.111
42 H 3.0160 2.9331 5.3911  0.128
43 H 1.0326 4.3853 5.1299  0.128
44 H -0.6144 3.9275 3.3806  0.109
45 H -1.4833 4.0137 1.3297  0.061
46 H -2.2694 3.0853 0.0566  0.058
47 H -0.5751 3.5894 -0.1229  0.044
48 H -2.2700 2.3321 3.1825  0.062
49 H -2.0958 0.5807 3.1586  0.064
50 H -3.1658 1.3966 1.9842  0.054
51 F -0.0015 3.7051 -3.9376  0.139
52 C -0.7493 2.9085 -3.1954  -0.215
53 C -0.0157 1.8544 -2.4378  -0.160
54 C -0.8345 0.9991 -1.4973  -0.260
55 C -2.2605 1.0289 -1.6962  -0.154
56 C -2.7985 1.9690 -2.5365  -0.183
57 F -4.1041 2.0701 -2.6699  0.149
58 C -2.0745 2.9397 -3.2931  0.120
59 C -3.0740 0.2117 -0.7775  -0.225
60 C -4.4601 0.0944 -0.7713  0.041
61 C -5.0847 -0.5996 0.2534  0.010
62 C -4.3204 -1.1673 1.2581  -0.024
63 C -2.9479 -1.0718 1.1622  -0.210
64 N -2.3312 -0.4198 0.1677  -0.111
65 H 0.2317 1.1486 -3.2580  0.192
66 H -2.6006 3.6310 -3.9374  0.161
67 H -5.0555 0.5454 -1.5457  0.124
68 H -6.1636 -0.6822 0.2663  0.136
69 H -4.7686 -1.6952 2.0886  0.137
70 H -2.3062 -1.5269 1.9047  0.071
71 Se 3.1347 -1.3503 -1.9746  1.249
72 N 1.7998 -0.1601 -1.4780  -0.284
73 C 2.1843 1.0023 -1.9311  -0.362
74 C 1.3532 2.2279 -1.7829  -0.184
75 C 2.0330 3.4615 -2.2666  0.102
76 C 3.2481 3.4699 -2.8908  0.018
77 C 3.9477 2.2843 -3.1285  0.168
78 C 3.4342 1.0487 -2.6502  -0.354
79 N 4.0587 -0.1000 -2.7930  -0.147
80 H 1.1353 2.3568 -0.7083  0.133
81 H 1.5304 4.4020 -2.0783  0.150
82 H 3.6773 4.4107 -3.2096  0.143
83 H 4.8971 2.2798 -3.6512  0.159


(3)
DFT (the ωB97M-V functional and the def2-TZVPD basis) results for 6 unconnected molecules or ions with the total composition C33H38F4N6O7P.

The calculation puts the orbital gap at 7.7 eV. For the LUMO energy, the calculation gives 2.34 eV. As for the total charge: -1.

Last column: Löwdin charge in e.
Atoms and positions in Å:
1 C -2.9059 1.9513 -1.1159  -0.013
2 C -1.5400 2.1742 -1.7203  -0.239
3 F -1.0286 3.3576 -1.1294  -0.059
4 C -0.4844 1.0524 -1.6233  -0.355
5 O 0.1371 1.0693 -2.9143  0.006
6 C -1.1383 -0.3849 -1.5543  -0.677
7 O -0.7035 -1.1715 -0.7000  -0.016
8 O -1.9860 -0.5792 -2.4365  -0.016
9 N 0.5954 1.3245 -0.6535  -0.052
10 C 0.2302 1.6187 0.7315  -0.132
11 C -0.8512 0.7754 1.3986  -0.234
12 O -1.6404 1.5706 2.2807  -0.012
13 C -0.2319 -0.3639 2.2412  -0.574
14 F -1.0677 -1.4085 2.2773  0.123
15 F 0.9554 -0.7920 1.8178  0.156
16 F -0.0268 0.0237 3.5199  0.125
17 C 1.5966 2.2454 -1.2018  -0.190
18 P 2.7227 3.0860 -0.0618  0.424
19 O 3.7621 3.7347 -0.8714  -0.287
20 O 1.9390 4.1874 0.7951  -0.113
21 O 3.3648 2.0324 0.9605  -0.129
22 H -3.3375 1.0136 -1.4374  0.079
23 H -3.5573 2.7549 -1.4549  0.080
24 H -2.8882 2.0225 -0.0313  0.072
25 H -1.6741 2.4116 -2.7693  0.148
26 H 0.6214 0.2423 -2.9958  0.111
27 H 1.1151 1.4783 1.3532  0.102
28 H -0.0881 2.6609 0.8273  0.112
29 H -1.5623 0.3174 0.7390  0.122
30 H -1.0780 2.2198 2.7099  0.092
31 H 2.3104 1.7119 -1.8200  0.099
32 H 1.1721 3.0744 -1.7640  0.087
33 H 1.8045 3.8968 1.7061  0.079
34 H 3.8613 1.3989 0.4253  0.080
35 N 1.2260 5.6460 -3.1898  0.077
36 C 1.5283 6.6773 -3.9724  -0.159
37 C 0.9791 7.9422 -3.8254  -0.088
38 C 0.0595 8.1446 -2.8084  -0.095
39 C -0.2661 7.0802 -1.9853  -0.065
40 C 0.3444 5.8533 -2.2132  -0.132
41 H 2.2503 6.4763 -4.7572  0.100
42 H 1.2652 8.7452 -4.4916  0.093
43 H -0.3946 9.1168 -2.6607  0.098
44 H -0.9794 7.1913 -1.1800  0.101
45 H 0.1205 4.9968 -1.5935  0.075
46 N -1.9013 -6.3641 3.7752  0.047
47 C -1.4179 -5.1855 3.3820  -0.153
48 C -1.9953 -4.4082 2.3886  -0.088
49 C -3.1356 -4.8852 1.7639  -0.083
50 C -3.6514 -6.1103 2.1573  -0.074
51 C -2.9997 -6.8047 3.1661  -0.175
52 H -0.5210 -4.8523 3.8919  0.110
53 H -1.5677 -3.4592 2.1095  0.088
54 H -3.6133 -4.3091 0.9809  0.118
55 H -4.5389 -6.5201 1.6943  0.099
56 H -3.3719 -7.7662 3.5047  0.098
57 N -5.6896 0.2242 3.5508  0.056
58 C -4.6934 -0.5369 3.1008  -0.127
59 C -4.6628 -1.9190 3.2432  -0.054
60 C -5.7172 -2.5388 3.8903  -0.080
61 C -6.7602 -1.7591 4.3646  -0.087
62 C -6.6969 -0.3887 4.1675  -0.171
63 H -3.8826 -0.0117 2.6075  0.098
64 H -3.8297 -2.4887 2.8621  0.073
65 H -5.7250 -3.6141 4.0221  0.101
66 H -7.6046 -2.2013 4.8762  0.094
67 H -7.4943 0.2569 4.5216  0.097
68 N 1.9317 -7.8254 -0.4939  0.039
69 C 1.9795 -6.7168 -1.2307  -0.166
70 C 1.1214 -5.6403 -1.0623  -0.061
71 C 0.1566 -5.7198 -0.0723  -0.061
72 C 0.0884 -6.8663 0.7028  -0.064
73 C 0.9972 -7.8837 0.4526  -0.163
74 H 2.7491 -6.6942 -1.9951  0.097
75 H 1.2064 -4.7613 -1.6859  0.106
76 H -0.5306 -4.8997 0.0865  0.098
77 H -0.6511 -6.9705 1.4833  0.076
78 H 0.9793 -8.7959 1.0400  0.098
79 N 5.5859 1.3194 -2.1539  0.064
80 C 6.4675 1.9623 -1.3920  -0.155
81 C 7.7020 2.3992 -1.8459  -0.071
82 C 8.0390 2.1576 -3.1672  -0.090
83 C 7.1303 1.4942 -3.9750  -0.080
84 C 5.9218 1.0982 -3.4203  -0.150
85 H 6.1639 2.1387 -0.3670  0.095
86 H 8.3769 2.9187 -1.1797  0.099
87 H 8.9927 2.4844 -3.5623  0.100
88 H 7.3493 1.2868 -5.0134  0.096
89 H 5.1820 0.5795 -4.0200  0.104


| no. | E (eV) |
| --- | --- |
| 1 | -131027.7572 |
| 2 | -163001.8225 |
| 3 | -78272.9196 |